Model a:
Here is H37O19 as an isolated structure from OMol25. Energies are from ωB97M-V with the def2-TZVPD basis set.

The charge is -1. The HOMO-LUMO gap is 9.8 eV. As for the molar mass: 341.277 g mol⁻¹.

Last column: natural (NBO) charge in e.
Positions of all 56 atoms, in Å:
O: 2.41760 0.74803 1.36474  -1.0911
H: -0.87047 2.45251 -0.83678  0.5037
H: 1.74744 0.34269 0.38969  0.4886
O: -2.53126 2.28721 3.20294  -0.9940
H: -0.51798 -1.42957 3.61226  0.4897
H: -1.99937 3.05394 2.92015  0.4790
O: 1.02579 -0.18877 -0.56325  -1.1669
H: 1.11248 -1.00921 -3.71000  0.4905
H: 0.95076 3.20265 1.96201  0.4768
O: 0.58920 -2.42147 -1.98558  -0.9901
H: 0.51915 -3.00523 -1.19483  0.4830
H: 0.88425 -1.58493 -1.59833  0.4961
O: 0.58076 4.35366 -0.82162  -0.9734
H: -1.07036 -0.15065 -1.59354  0.4704
H: 1.16794 3.77825 -0.36430  0.4863
O: 3.55396 -1.16310 -0.84948  -0.9282
H: -3.60925 1.91233 -2.49200  0.4846
H: 4.09324 -0.90964 -1.61708  0.4675
O: 0.38498 3.22142 2.78342  -0.9480
H: 1.29773 -2.01663 1.41117  0.4987
H: 1.10816 3.13936 3.45810  0.4686
O: 0.96521 -2.63946 2.13579  -0.9757
H: -4.24572 1.30902 1.27356  0.4767
O: -1.70836 -3.53673 -2.53525  -0.9963
H: -2.93826 0.82302 -3.30264  0.4688
H: -2.27785 -4.16231 -2.02263  0.4808
O: 2.00326 -0.46176 -3.24502  -0.9289
H: -0.46417 -3.03258 3.75981  0.4799
H: 2.30777 -1.06454 -2.71433  0.4363
O: -0.49117 0.63415 2.26687  -0.9552
H: 0.21873 0.80992 2.87795  0.4912
H: -0.02623 0.41795 1.51501  0.4764
O: -0.91379 -2.22604 4.09777  -0.9727
H: 2.87296 -0.65247 -1.01662  0.4749
H: -2.25874 -2.22807 -0.42993  0.4920
O: -3.25403 1.72463 -3.39390  -0.9525
H: -3.80161 -2.07617 -0.23200  0.4748
H: 1.65522 -2.51408 2.95642  0.4765
O: -4.00580 1.49890 0.36024  -0.9688
H: 0.50609 0.58091 -0.59261  0.4592
H: -1.66552 -2.61093 -2.08832  0.5023
O: 2.79274 -3.73763 -1.52084  -0.9828
H: 2.84857 -2.82201 -1.37750  0.4643
H: 1.90740 -3.67918 -2.07095  0.4800
O: -3.13919 -2.77968 -0.49240  -0.9834
H: 0.63237 4.22219 -1.71788  0.4605
H: 3.18554 0.51261 1.26284  0.4311
O: -1.28971 -0.74861 -1.03635  -0.9575
H: -3.13946 2.03070 0.48254  0.4865
H: -0.51164 -0.96481 -0.59091  0.4868
O: -1.32053 1.64278 -0.71094  -0.9790
H: -1.25578 1.14162 0.00126  0.4804
H: -1.93188 1.50020 3.00046  0.5002
O: 2.45408 3.18487 0.34661  -1.0075
H: 2.08462 2.37173 0.86121  0.4988
H: 3.37014 2.91898 0.41493  0.4899



Model b:
Here is H37O19 as an isolated structure from OMol25. Energies are from ωB97M-V with the def2-TZVPD basis set.

The charge is -1. The HOMO-LUMO gap is 9.9 eV. As for the molar mass: 341.277 g mol⁻¹.

Last column: natural (NBO) charge in e.
Positions of all 56 atoms, in Å:
O: -1.89500 -2.87659 -2.41373  -0.9782
H: 0.73379 -1.52680 2.85260  0.4911
H: -3.70427 -0.51522 1.56523  0.4995
O: -0.44048 3.90551 -3.24664  -1.0366
H: 4.10839 -1.55390 1.13598  0.4585
H: -0.71203 2.80972 -3.25231  0.5207
O: -3.21350 -1.03581 2.28973  -0.9919
H: 0.90740 -2.12109 -3.40376  0.4780
H: 1.40038 2.75096 -1.87725  0.4487
O: -1.88213 -1.22843 4.39350  -0.9715
H: -2.19651 -1.96756 3.83892  0.4756
H: -2.34401 -0.54091 3.93826  0.4904
O: -4.27369 0.54172 -0.33907  -0.9862
H: -0.00149 0.22686 4.21246  0.4754
H: -3.79128 1.01401 -1.01126  0.5120
O: -2.67048 2.55139 1.84436  -0.9524
H: 0.71522 0.00414 -0.77465  0.4614
H: -1.74804 2.43535 1.52361  0.4817
O: 1.94558 3.18205 -2.55230  -1.0029
H: -1.95523 -0.35746 -1.59528  0.4642
H: 1.21034 3.72425 -3.05194  0.5063
O: -2.54990 0.05672 -2.23465  -1.0229
H: 0.34606 1.19597 -3.39453  0.4669
O: 3.32593 0.43542 -0.57032  -0.9540
H: -0.26396 0.93230 -1.64117  0.5156
H: 4.02583 1.02495 -0.82827  0.4821
O: 1.00482 -3.10202 -3.26434  -0.9718
H: 4.36269 -1.34327 2.56969  0.4734
H: 0.19315 -3.55268 -3.12362  0.4940
O: -0.36125 2.96055 -0.48674  -0.9681
H: 0.25165 2.28264 -0.23538  0.4902
H: -0.26002 -2.26643 -0.22381  0.4851
O: 4.18468 -2.05041 1.94979  -0.9394
H: -2.95622 1.65545 1.57090  0.4706
H: 2.91446 0.39047 3.89382  0.4889
O: -0.16794 0.34574 -0.55179  -1.1111
H: 2.59260 -0.30441 2.38564  0.5253
H: -1.87843 0.56780 -2.79647  0.5180
O: -0.41853 1.40248 -2.93101  -1.1240
H: -2.60244 -1.45238 1.74372  0.4897
H: 3.39428 0.47934 0.38521  0.4754
O: 3.75980 -2.67117 -0.86074  -0.9336
H: 4.02736 -2.37437 -1.75890  0.4623
H: 3.21170 -1.86182 -0.65805  0.4709
O: 3.09974 0.27687 2.99225  -1.0236
H: -4.63477 -0.23737 -0.77479  0.4732
H: -2.78001 -2.63097 -2.61190  0.4821
O: -0.06137 0.82974 3.48942  -0.9591
H: -0.02883 3.42440 -1.24207  0.4621
H: -0.82330 1.42352 3.63648  0.4829
O: 1.57205 -1.93114 2.48861  -0.9604
H: 1.83115 -2.63881 3.11804  0.4826
H: -0.95728 4.15981 -2.48191  0.4574
O: -1.03814 -1.82550 0.27948  -1.0129
H: -1.40016 -2.12790 -1.93778  0.4856
H: -1.10833 -0.89570 0.02872  0.5027



Model c:
Here is H37O19 as an isolated structure from OMol25. Energies are from ωB97M-V with the def2-TZVPD basis set.

The charge is -1. The HOMO-LUMO gap is 9.5 eV. As for the molar mass: 341.277 g mol⁻¹.

Last column: natural (NBO) charge in e.
Positions of all 56 atoms, in Å:
O: -3.28661 0.26566 -0.03732  -1.0268
H: 3.64077 2.82547 -0.23527  0.4769
H: -0.21206 2.05167 -3.63228  0.4813
O: 3.40371 0.44007 -1.24763  -1.0062
H: 1.68215 1.63297 1.71952  0.4767
H: 2.44452 0.30657 -0.99092  0.5085
O: -1.00557 1.56015 -3.92248  -0.9380
H: -4.33363 0.15408 2.86654  0.4849
H: 1.45373 -1.73144 -2.29373  0.4815
O: 0.18967 3.78723 0.63145  -0.9512
H: 0.63288 3.04328 0.23302  0.4643
H: -0.46063 3.35909 1.17564  0.4754
O: -1.09523 1.58066 0.42624  -1.1755
H: 0.03173 1.21718 -0.11714  0.4943
H: -1.56510 2.15550 -0.17439  0.4531
O: 1.89164 2.00841 -3.21233  -0.9633
H: -2.41692 -1.79307 3.25334  0.4715
H: 1.99092 1.13309 -3.59679  0.4822
O: 1.91770 -1.91546 -3.11533  -0.9476
H: -2.38036 -0.07008 -1.75718  0.5142
H: 1.19780 -2.12807 -3.71992  0.4657
O: -1.86931 -0.78013 -2.17912  -0.9893
H: -2.18348 -2.44238 -0.71223  0.4782
O: -0.73783 -4.75015 0.68068  -0.9550
H: -2.20794 -0.39788 3.55185  0.4893
H: -1.66740 -4.51633 0.75643  0.4740
O: -4.52435 0.81871 2.17733  -0.9578
H: 1.51492 3.03724 2.41001  0.5012
H: -3.69162 1.30370 2.31815  0.4881
O: 3.99971 -2.50183 -1.23026  -0.9427
H: 4.11854 -2.26328 -2.14773  0.4713
H: 0.16468 -0.25414 1.76292  0.5040
O: 1.31208 2.10442 2.46137  -0.9727
H: 2.12927 1.82083 -2.29596  0.4829
H: 0.75891 -3.24885 0.39127  0.4948
O: -2.78211 -1.12562 3.84950  -0.9579
H: 1.82006 -2.12486 0.60993  0.4635
H: -0.95177 -0.50408 -2.25475  0.4757
O: -1.84979 -3.16615 -1.26960  -0.9884
H: -1.21274 1.57497 -2.97512  0.4494
H: -0.62126 -4.85836 -0.26628  0.4884
O: -1.52857 2.14859 3.06622  -0.9779
H: -1.64225 2.55329 2.20550  0.4720
H: -0.62507 1.84309 2.94062  0.4950
O: 1.62946 -2.93467 0.13122  -0.9631
H: 0.25223 -0.27256 -0.22656  0.4755
H: -3.93658 0.01487 0.65074  0.4990
O: 0.93722 0.40362 -0.12842  -1.1640
H: -2.05839 -2.62563 -2.06365  0.4964
H: 3.58024 -1.73367 -0.84054  0.4674
O: 3.91853 2.63192 0.66865  -0.9231
H: 3.38112 1.85680 0.85522  0.4491
H: 3.87471 0.63493 -0.43418  0.4642
O: -0.41554 -0.98401 2.02055  -0.9834
H: -2.39631 0.12109 0.35104  0.5023
H: -0.21044 -1.26647 2.91213  0.4718



model c wins, 1.085 eV ahead of the next structure.



Model a:
Here is a 2-piece molecular cluster, CH3NO3S overall from OMol25. Energies are from ωB97M-V with the def2-TZVPD basis set.

The charge is 0. The HOMO-LUMO gap (spin up / spin down) is 6.4 / 9.3 eV. As for the molar mass: 109.106 g mol⁻¹.

Last column: natural (NBO) charge in e.
Positions of all 9 atoms, in Å:
C: -1.40466 -0.22279 -0.30244  0.1848
N: 2.98872 0.11674 0.04915  -0.0076
O: -0.61910 -1.25742 -0.02143  -0.5208
O: -1.26053 0.87412 0.57295  -0.7318
O: 3.66104 0.98747 -0.36226  -0.2192
S: 1.64526 -0.64136 0.17063  0.5026
H: -1.23537 0.18945 -1.31398  0.1572
H: -2.46431 -0.57532 -0.26757  0.1668
H: -1.31105 0.52912 1.47494  0.4679



Model b:
Here is one molecule with the formula CH3NO3S from OMol25. Energies are from ωB97M-V with the def2-TZVPD basis set.

The charge is 0. The HOMO-LUMO gap is 10.7 eV. As for the molar mass: 109.106 g mol⁻¹. Its SMILES is O=CN[SH](=O)=O.

Last column: natural (NBO) charge in e.
Positions of all 9 atoms, in Å:
O: -1.21594 0.39431 1.29611  -0.5858
C: -1.40850 0.00363 0.18701  0.5341
N: -0.40077 -0.01614 -0.73653  -0.8454
S: 1.25866 0.01181 0.18189  2.0092
O: 1.24349 -1.12949 1.07754  -0.8618
O: 2.17397 0.10091 -0.92493  -0.9029
H: -2.38458 -0.38355 -0.26759  0.1205
H: -0.35111 -0.34680 -1.70838  0.4311
H: 1.08479 1.36532 0.89487  0.1010



model b wins, 3.082 eV ahead of the next structure.



Model a:
Here is CH3NO3S as an isolated structure from OMol25. Energies are from ωB97M-V with the def2-TZVPD basis set.

The charge is 0. The HOMO-LUMO gap is 10.2 eV. As for the molar mass: 109.106 g mol⁻¹.

Last column: natural (NBO) charge in e.
Positions of all 9 atoms, in Å:
C: -0.02249 0.44810 0.18669  0.4958
N: 0.83214 -0.46618 0.22714  -0.7697
O: 2.82841 1.29531 -0.53775  -0.9157
O: 3.39101 -1.07198 -0.64789  -0.9113
O: -1.21834 0.50184 -0.32826  -0.6441
S: 3.00590 0.05277 0.17418  1.6908
H: 0.31838 1.56610 0.76599  0.1844
H: 0.63101 -1.34847 -0.23868  0.3763
H: -1.45376 -0.30645 -0.81275  0.4934



Model b:
Here is one molecule with the formula CH3NO3S from OMol25. Energies are from ωB97M-V with the def2-TZVPD basis set.

The charge is 0. The HOMO-LUMO gap is 10.1 eV. As for the molar mass: 109.106 g mol⁻¹.

Last column: natural (NBO) charge in e.
Positions of all 9 atoms, in Å:
C: 0.08528 -0.25124 0.42826  0.8621
N: 0.06987 -0.06018 1.82496  -0.8368
O: 0.66378 0.75347 -0.28734  -0.7164
O: -0.34085 -1.23913 -0.04102  -0.5760
O: -1.11416 -0.16009 -1.73945  -0.8593
S: -0.01311 0.71896 -1.90934  1.3579
H: 0.22274 0.88128 2.09177  0.3821
H: -0.77359 -0.50358 2.04585  0.3938
H: 1.20005 -0.13948 -2.41370  -0.0074



model a wins, 0.754 eV ahead of the next structure.



Model a:
Here is a 2-piece molecular cluster, C5H13N2 overall from OMol25. Energies are from ωB97M-V with the def2-TZVPD basis set.

Its spin multiplicity is 2. The charge is 0. The HOMO-LUMO gap (spin up / spin down) is 10.1 / 8.6 eV. As for the molar mass: 101.173 g mol⁻¹.

Last column: Löwdin spin population.
Positions of all 20 atoms, in Å:
N: -0.14156 -0.25184 -1.30778  0.0013
C: -0.18548 -0.18063 0.15546  0.0042
C: -1.33668 0.68631 0.62679  0.0016
C: -2.72988 0.15863 0.41509  -0.0001
C: -3.05847 -0.92742 -0.26129  0.0008
C: 1.14924 0.29811 0.76058  0.1103
N: 2.23540 -0.50868 0.30801  0.7962
H: -0.07648 0.68845 -1.68861  0.0001
H: -0.34366 -1.20198 0.51272  0.0005
H: 0.71330 -0.73626 -1.56631  -0.0009
H: 5.06901 0.02602 -1.17152  0.0013
H: -1.21381 0.87054 1.69568  0.0001
H: -1.25212 1.67949 0.16246  0.0008
H: -3.50454 0.74758 0.89130  0.0000
H: -2.30638 -1.51076 -0.77044  0.0000
H: -4.09647 -1.22760 -0.31992  0.0000
H: 1.07133 0.30342 1.85410  0.0198
H: 1.29856 1.35031 0.46728  0.0383
H: 5.65374 0.03775 -1.64273  0.0005
H: 3.05497 -0.30144 0.87911  0.0251



Model b:
Here is one molecule with the formula C5H13N2 from OMol25. Energies are from ωB97M-V with the def2-TZVPD basis set.

Its spin multiplicity is 2. The charge is 0. The HOMO-LUMO gap (spin up / spin down) is 4.3 / 9.0 eV. As for the molar mass: 101.173 g mol⁻¹.

Last column: Löwdin spin population.
Positions of all 20 atoms, in Å:
C: -0.94056 1.54306 1.52141  0.1225
C: 0.30062 1.54906 0.59246  0.0320
C: 0.25772 0.52403 -0.53835  0.0303
C: 0.68232 -0.73704 -0.33699  0.0458
N: 0.74880 -1.69651 -1.32261  0.0136
C: 1.68098 -2.82584 -1.14785  0.0020
N: -2.17942 1.39169 0.66722  0.2322
H: -0.86154 0.65384 2.14831  0.0237
H: -0.95610 2.43479 2.13766  0.0358
H: 0.31207 2.49385 0.05092  0.0184
H: 1.17219 1.40990 1.24502  0.0024
H: 0.08474 0.91024 -1.53902  0.0161
H: 0.69984 -1.14721 0.66975  0.0025
H: 0.69895 -1.35532 -2.26748  0.0015
H: 1.11692 -3.75963 -1.23492  0.0001
H: 2.49860 -2.74021 -1.86746  0.0003
H: 2.05720 -2.77791 -0.12908  0.0003
H: -1.96322 0.59424 0.02767  0.0876
H: -2.34453 2.25679 0.10779  0.1638
H: -3.06555 1.27818 1.21556  0.1690



model a wins, 0.781 eV ahead of the next structure.



Model a:
Here is a 2-piece molecular cluster, CH6OS2 overall from OMol25. Energies are from ωB97M-V with the def2-TZVPD basis set.

The charge is 0. The HOMO-LUMO gap is 9.6 eV. As for the molar mass: 98.192 g mol⁻¹. Its SMILES is CSS.O.

Last column: natural (NBO) charge in e.
Positions of all 10 atoms, in Å:
C: 0.13916 -1.85373 -1.35333  -0.7555
S: -0.37284 -0.55492 -2.52250  0.0809
S: -1.10184 0.84137 -1.21994  -0.1220
H: 0.75577 -1.43268 -0.54147  0.2212
H: 0.69564 -2.68115 -1.82483  0.2308
H: -0.78932 -2.25820 -0.91636  0.2210
H: 0.07820 1.44420 -0.96188  0.1234
O: -0.05355 2.25439 2.81434  -0.9405
H: -0.27560 2.08498 3.75787  0.4715
H: 0.92439 2.15573 2.76810  0.4692



Model b:
Here is a 2-piece molecular cluster, CH6OS2 overall from OMol25. Energies are from ωB97M-V with the def2-TZVPD basis set.

The charge is 0. The HOMO-LUMO gap is 9.2 eV. As for the molar mass: 98.192 g mol⁻¹. Its SMILES is CO.SS.

Last column: natural (NBO) charge in e.
Positions of all 10 atoms, in Å:
C: 1.87524 -0.17661 -0.23776  -0.2576
O: 1.13727 -0.52160 0.99371  -0.7252
H: 1.24349 -0.29262 -1.12412  0.1660
H: 2.19149 0.89384 -0.12624  0.1658
H: 2.75932 -0.81692 -0.39691  0.1848
H: 0.78158 0.38019 1.29549  0.4653
S: -2.60255 -0.47346 0.96215  -0.1442
S: -2.48773 -0.25650 -1.31440  -0.1379
H: -3.45683 0.60646 1.31306  0.1449
H: -1.44128 0.65722 -1.36497  0.1382



model a wins, 1.187 eV ahead of the next structure.